1.
{
  "formula": "C3H8BrN3",
  "method": "ωB97M-V with the def2-TZVPD basis set",
  "lumo_ev": 0.688,
  "energy_ev": -77749.5800,
  "orbital_gap_ev": 9.83,
  "homo_energy_ev": -9.1,
  "relative_energy_kcal_mol": 24.42,
  "fmax_ha_per_bohr": 0.0567,
  "species": ["C", "C", "C", "N", "N", "N", "Br", "H", "H", "H", "H", "H", "H", "H", "H"],
  "xyz": [[1.07196, 1.14515, -0.40741], [1.46920, -0.01395, -0.92942], [1.08525, 1.16357, 1.11415], [-2.61254, -0.41220, -0.28076], [-0.96717, -1.55665, 0.87690], [-1.52830, -1.07422, -0.19415], [1.46163, -0.55290, -2.71775], [0.88081, 2.03651, -1.15416], [1.59230, -0.75714, -0.17832], [1.86158, 0.38715, 1.38279], [0.07385, 0.80703, 1.35135], [1.27073, 2.06338, 1.67052], [-2.95344, -0.30296, -1.23593], [-1.52514, -1.32782, 1.71588], [-1.18071, -1.60494, -1.01369]]
}



2.
{
  "formula": "C53H53N5P2S4Zr",
  "method": "ωB97M-V with the def2-TZVPD basis set",
  "lumo_ev": 4.051,
  "energy_ev": -126460.0520,
  "total_charge": -2,
  "orbital_gap_ev": 6.13,
  "homo_energy_ev": -2.1,
  "fmax_ha_per_bohr": 0.1579,
  "species": ["Zr", "C", "P", "C", "C", "C", "C", "C", "C", "C", "C", "C", "C", "C", "C", "C", "C", "C", "C", "C", "P", "C", "C", "C", "C", "C", "C", "C", "C", "C", "C", "C", "C", "N", "H", "H", "H", "H", "H", "H", "H", "H", "H", "H", "H", "H", "H", "H", "H", "H", "H", "H", "H", "H", "H", "H", "H", "H", "H", "H", "S", "S", "S", "S", "C", "C", "C", "C", "C", "C", "C", "N", "C", "N", "C", "C", "C", "C", "C", "C", "C", "N", "C", "C", "C", "C", "C", "C", "C", "H", "H", "H", "H", "H", "H", "H", "H", "H", "H", "H", "H", "H", "H", "H", "H", "H", "H", "H", "H", "H", "H", "N", "H", "H", "H", "C", "H", "H"],
  "xyz": [[0.94172, 0.35474, 0.37864], [-0.89363, -2.47928, 2.02252], [-1.08752, -2.12946, 0.15281], [-2.84678, -2.64664, 0.29989], [-3.76965, -2.19590, 1.28391], [-5.10765, -2.55797, 1.15299], [-5.58683, -3.30769, 0.12899], [-4.67099, -3.84420, -0.75353], [-3.34594, -3.50130, -0.75377], [1.91688, -6.05491, 1.60087], [2.33400, -7.33876, 1.25080], [2.64860, -7.57416, -0.00493], [2.46624, -6.59908, -0.96073], [2.03604, -5.30963, -0.66694], [1.70598, -5.00281, 0.62021], [0.38049, -2.14972, 2.70456], [1.12163, -2.91240, 3.62080], [2.19891, -2.19900, 4.01601], [2.16830, -1.00467, 3.24307], [3.16377, 0.02438, 3.43694], [4.64270, 0.47687, 2.29877], [6.05806, -0.70783, 2.59857], [5.83888, -2.04429, 2.77523], [6.87128, -2.96877, 2.79042], [8.19776, -2.51594, 2.68896], [8.46494, -1.17336, 2.43699], [7.37935, -0.29129, 2.36846], [5.16663, 1.75362, 3.52212], [5.85527, 1.52502, 4.68873], [6.01715, 2.54272, 5.65243], [5.52568, 3.82610, 5.47222], [4.74351, 4.01938, 4.30058], [4.51902, 3.07439, 3.35644], [1.03831, -0.96738, 2.45606], [-1.35812, -3.53448, 2.10702], [-1.69813, -1.90484, 2.62872], [-3.39961, -1.54225, 1.99289], [-5.87726, -1.87890, 2.00656], [-6.68623, -3.52898, -0.03976], [-5.03435, -4.54775, -1.72161], [-2.55062, -3.76768, -1.61531], [2.19331, -7.93141, 2.17028], [3.04177, -8.69693, -0.62176], [2.61835, -6.68816, -2.24172], [1.96291, -4.57994, -1.53131], [1.25159, -3.92084, 0.92819], [0.94348, -4.02961, 3.81440], [3.20290, -2.40275, 4.60433], [3.61505, -0.29368, 4.47152], [2.73452, 1.00630, 3.56755], [4.79233, -2.40631, 2.79176], [6.60688, -4.01623, 3.07107], [9.05320, -3.19606, 2.74794], [9.48838, -0.94180, 2.37650], [7.33868, 0.81319, 2.08350], [6.32724, 0.58041, 4.80472], [6.48884, 2.28434, 6.56187], [5.49719, 4.59611, 6.24590], [4.35600, 5.07265, 4.14468], [3.86418, 3.12811, 2.47241], [-0.45379, 2.44979, 1.44741], [1.50900, 2.87500, 1.83533], [2.42141, 3.77040, 0.22459], [2.07894, 2.19819, -1.26155], [-2.77928, 5.49524, -0.02796], [-3.46503, 5.53827, -1.40222], [-4.22699, 6.53555, -1.88892], [-4.83100, 6.50661, -3.13088], [-4.62824, 5.40290, -3.93456], [-3.76531, 4.32328, -3.56983], [-3.18652, 4.37462, -2.28412], [-2.43583, 3.28758, -1.86486], [-2.14124, 2.07104, -2.42436], [-0.86627, 1.83787, -2.58211], [-0.33540, 0.58923, -3.02787], [0.44942, -0.15048, -2.03745], [0.65834, -1.50769, -2.43315], [0.21682, -1.94101, -3.64784], [-0.37989, -1.15780, -4.55790], [-0.65085, 0.19972, -4.33041], [-0.92130, 1.23599, -5.42192], [-3.01408, 1.15918, -2.66766], [-4.27864, 1.57385, -2.37091], [-4.82723, 1.53250, -1.12961], [-6.07948, 1.96564, -0.72694], [-6.99124, 2.15603, -1.77026], [-6.65654, 2.03224, -3.08966], [-5.30430, 1.74504, -3.41050], [-4.90544, 1.51340, -4.86129], [-3.34574, 6.53735, 0.51633], [-1.51072, 5.33188, -0.03037], [-3.16239, 4.58261, 0.57023], [-4.33120, 7.40539, -1.17093], [-5.28297, 7.37609, -3.53068], [-5.12633, 5.35111, -4.90801], [-3.28135, 3.63304, -4.25511], [-1.75139, 3.57098, -1.24320], [-0.00913, 2.54536, -2.10416], [1.19044, -2.33722, -1.65230], [0.58708, -3.11401, -4.08661], [-0.92896, -1.54855, -5.68694], [-0.22759, 1.16617, -6.13246], [-1.12305, 2.29136, -4.86886], [-1.74098, 0.92781, -5.82843], [-3.80835, 1.25342, 0.07767], [-6.37995, 1.91423, 0.32156], [-8.11204, 2.49867, -1.42060], [-7.48024, 2.07068, -3.89726], [-5.27574, 2.48977, -5.36520], [-5.47681, 0.71226, -5.32787], [-3.88750, 1.20690, -4.85525], [2.37515, -1.10978, 0.03672], [2.79489, -1.01718, -1.08452], [1.48611, -5.52092, 2.76443], [3.28940, -1.25117, 0.57373], [-1.14384, -0.37063, 0.30243], [-1.76952, -0.23466, 1.15703], [-1.64187, 0.23357, -0.52339]]
}



3.
{
  "formula": "C3H10N3",
  "method": "ωB97M-V with the def2-TZVPD basis set",
  "lumo_ev": -3.324,
  "energy_ev": -7734.3972,
  "total_charge": 1,
  "smiles": "CC[NH2+]/N=C/N",
  "orbital_gap_ev": 10.97,
  "homo_energy_ev": -14.3,
  "relative_energy_kcal_mol": 89.18,
  "fmax_ha_per_bohr": 0.1141,
  "species": ["C", "C", "N", "N", "C", "N", "H", "H", "H", "H", "H", "H", "H", "H", "H", "H"],
  "xyz": [[0.73484, -0.82615, -2.29690], [-0.37999, -0.21904, -1.39548], [0.08752, -0.61664, -0.04579], [-0.76895, 0.17166, 1.02261], [-0.11800, 0.82703, 1.89184], [-0.75220, 1.42961, 2.88374], [1.67351, -0.89929, -1.78104], [0.38646, -1.68434, -2.63309], [0.97713, -0.20210, -3.20760], [-1.29017, -0.53917, -1.69978], [-0.38253, 0.87181, -1.69064], [-0.19124, -1.62937, -0.00747], [1.11825, -0.26972, 0.11885], [1.02429, 0.82962, 2.09524], [-0.38534, 1.27734, 3.83722], [-1.73360, 1.47876, 2.90829]]
}



4.
{
  "formula": "C4H11NOS",
  "method": "ωB97M-V with the def2-TZVPD basis set",
  "lumo_ev": 0.880,
  "energy_ev": -18696.8640,
  "orbital_gap_ev": 10.22,
  "homo_energy_ev": -9.3,
  "relative_energy_kcal_mol": 70.44,
  "fmax_ha_per_bohr": 0.0743,
  "species": ["C", "C", "C", "C", "N", "O", "S", "H", "H", "H", "H", "H", "H", "H", "H", "H", "H", "H"],
  "xyz": [[2.78454, 0.38743, -0.76499], [-2.06524, -1.07435, 0.49707], [-2.24602, 1.28094, -0.39543], [-1.78367, 0.24272, 0.64386], [1.21169, -1.49162, 0.03518], [1.58133, 0.79413, 1.40652], [1.20766, 0.27785, 0.10985], [2.89153, 1.41383, -0.74516], [3.67584, -0.15242, -0.40166], [2.71933, 0.12972, -1.79366], [-1.73581, -1.92973, 1.15840], [-2.63940, -1.53501, -0.35908], [-3.27008, 1.25715, -0.50100], [-1.74973, 1.10538, -1.35218], [-1.95745, 2.24327, 0.04726], [-1.14506, 0.56952, 1.45126], [0.39916, -1.59870, 0.62408], [2.12137, -1.92009, 0.33969]]
}



5.
{
  "formula": "C4H9NO2",
  "method": "ωB97M-V with the def2-TZVPD basis set",
  "lumo_ev": 0.831,
  "energy_ev": -9878.8181,
  "smiles": "CC(C)NC(=O)O",
  "orbital_gap_ev": 10.78,
  "homo_energy_ev": -9.9,
  "relative_energy_kcal_mol": 28.65,
  "fmax_ha_per_bohr": 0.0545,
  "species": ["C", "C", "C", "N", "C", "O", "O", "H", "H", "H", "H", "H", "H", "H", "H", "H"],
  "xyz": [[-1.10503, -0.99039, -0.86251], [0.18740, -0.06049, -0.93018], [1.54204, -0.77293, -0.42604], [-0.12453, 1.07374, -0.01645], [-0.12551, 1.03737, 1.36683], [0.45741, 0.34275, 2.17657], [-1.01333, 1.93114, 1.96969], [-0.91653, -2.01786, -1.14057], [-1.70242, -1.06229, 0.03542], [-1.77806, -0.60268, -1.61843], [0.35831, 0.28349, -2.06270], [1.34305, -0.97432, 0.66863], [1.76764, -1.80688, -0.89989], [2.32897, -0.08985, -0.70969], [-0.57795, 1.88322, -0.42527], [-0.64145, 1.82599, 2.87458]]
}



6.
{
  "formula": "C34H26BrIN6OPbS2",
  "method": "ωB97M-V with the def2-TZVPD basis set",
  "lumo_ev": -7.449,
  "energy_ev": -151717.1009,
  "total_charge": 2,
  "orbital_gap_ev": 5.65,
  "homo_energy_ev": -13.1,
  "relative_energy_kcal_mol": 2.83,
  "fmax_ha_per_bohr": 0.0111,
  "species": ["Pb", "O", "C", "N", "C", "C", "C", "C", "C", "C", "N", "C", "C", "C", "C", "C", "N", "H", "H", "H", "H", "H", "H", "H", "H", "H", "H", "N", "C", "C", "C", "C", "C", "C", "N", "C", "C", "C", "S", "C", "N", "H", "H", "H", "H", "H", "H", "H", "S", "C", "C", "C", "C", "C", "C", "H", "H", "H", "H", "H", "Br", "C", "C", "C", "C", "C", "C", "I", "H", "H", "H", "H"],
  "xyz": [[-0.71599, -0.23905, 0.87159], [-4.26723, 0.18583, 3.36261], [-3.16617, 0.35717, 2.85159], [-2.86723, 0.34484, 1.53840], [-3.98265, 0.09177, 0.63982], [-3.73094, -1.07183, -0.29161], [-4.78268, -1.76054, -0.88746], [-4.50400, -2.77181, -1.78823], [-3.17844, -3.09158, -2.06233], [-2.19226, -2.39582, -1.39873], [-2.46176, -1.39988, -0.54314], [-1.97610, 0.56980, 3.77477], [-2.20287, 0.83422, 5.11559], [-1.11631, 0.94905, 5.96760], [0.16438, 0.81029, 5.44992], [0.30630, 0.56286, 4.09842], [-0.74175, 0.43814, 3.27930], [-4.14733, 0.97737, 0.01327], [-4.90202, -0.07054, 1.20353], [-5.80344, -1.50172, -0.63732], [-5.30869, -3.31301, -2.26867], [-2.92057, -3.86945, -2.76743], [-1.14221, -2.63035, -1.54433], [-3.22468, 0.93105, 5.45433], [-1.26610, 1.13544, 7.02294], [1.03741, 0.88048, 6.08372], [1.28727, 0.45197, 3.64819], [2.20182, -3.96863, 1.01466], [3.15926, -3.29712, 0.27139], [4.40169, -3.68199, -0.22168], [5.09571, -2.73849, -0.94996], [4.57720, -1.45094, -1.16971], [3.34897, -1.07355, -0.66933], [2.62627, -2.02177, 0.05570], [1.37373, -1.94185, 0.65667], [1.16851, -3.11248, 1.20892], [-0.06147, -3.41795, 1.94063], [-0.38296, -4.56335, 2.59689], [-1.93759, -4.43651, 3.28579], [-2.08337, -2.86270, 2.66335], [-1.04622, -2.44900, 1.99046], [2.27205, -4.91757, 1.34109], [4.80878, -4.66853, -0.04098], [6.06442, -2.99066, -1.35959], [5.16206, -0.74368, -1.74286], [2.95198, -0.07793, -0.82753], [0.20327, -5.46084, 2.71747], [-2.97180, -2.26179, 2.82152], [0.78120, 2.12032, -0.98442], [1.37496, 3.57025, -0.26998], [2.58576, 4.09931, -0.74966], [3.19410, 5.12802, -0.05686], [2.58563, 5.64948, 1.08135], [1.37238, 5.14095, 1.54423], [0.76143, 4.10031, 0.87754], [3.03985, 3.67949, -1.63759], [4.14051, 5.52404, -0.39954], [3.06224, 6.46125, 1.61561], [0.91415, 5.55789, 2.43090], [-0.18074, 3.69468, 1.22586], [0.52815, -0.42311, -3.30788], [0.43001, 0.92209, -4.62994], [1.00640, 0.68315, -5.86642], [0.86428, 1.61113, -6.89054], [0.16301, 2.78931, -6.68261], [-0.37378, 3.06574, -5.43555], [-0.22911, 2.12790, -4.42517], [-1.11755, 2.57887, -2.57447], [1.55279, -0.23635, -6.02529], [1.29471, 1.39844, -7.85949], [0.02848, 3.49742, -7.48896], [-0.90513, 3.99206, -5.26038]]
}